Molecular formula: C3H3NOS
Method: DFT, ωB97M-V/def2-TZVPD

The geometry in XYZ format:
```
9
Properties=species:S:1:pos:R:3
S 2.36 1.20 -0.08
C -0.50 0.78 0.05
N -0.80 -0.65 -0.11
C 0.88 0.34 0.21
H -1.12 1.37 0.91
H -0.45 1.32 -0.86
O 0.97 -2.18 -0.04
C 0.43 -1.11 0.08
H -1.77 -1.06 -0.17
```

## Properties
energy = -644.2179 Eh
molecular weight = 101.13 Da
Kohn-Sham gap = 7.7 eV
relative energy (zero: lowest compared OMol25 entry of this formula, charge and spin) = 43.31 kcal per mole
2S+1 = 1

Now the Löwdin charges, all in e: 0.669, -0.196, 0.087, -0.584, 0.180, 0.092, 0.096, -0.530, 0.184

---

Molecular formula: C30H43Si3
Method: DFT, ωB97M-V/def2-TZVPD

The geometry in XYZ format:
```
76
Properties=species:S:1:pos:R:3
H -2.47 -2.24 5.53
C -2.13 2.01 0.16
H 0.47 -3.34 -0.67
H -0.61 -3.75 -4.98
H 0.62 3.67 -0.95
H -2.70 1.04 -0.04
Si -2.41 -2.04 3.00
C 0.08 -2.67 -3.21
H 4.43 3.83 -6.57
H -1.99 -4.52 2.89
C 3.93 3.27 -5.78
H 2.42 -1.87 2.03
H 3.54 0.04 -4.76
H 0.34 -2.06 -6.57
H -2.93 -1.01 0.82
H 2.64 -2.19 0.21
H 2.92 4.96 -4.95
C -2.80 3.08 0.73
Si 0.26 -0.33 3.95
H 0.57 2.09 3.71
C 2.13 -1.53 0.97
H -0.70 -1.27 6.09
C -0.16 0.87 -0.94
H -2.79 5.27 1.16
C -0.06 -2.86 -4.61
C 0.04 1.33 3.12
C -3.32 -0.90 1.84
H 1.71 3.62 -3.23
H 0.10 0.09 0.05
C -1.02 4.55 0.06
C -0.50 -0.29 5.67
Si 0.24 -1.60 1.00
H -1.42 0.30 5.70
H 2.75 -0.31 3.54
H -3.21 0.15 2.15
C 3.07 3.89 -4.87
C 2.08 -0.72 4.29
H 1.17 0.14 -5.70
C -2.25 4.38 0.74
H 2.28 -1.80 4.35
H 2.38 -0.30 5.26
H -0.65 -4.02 0.61
H -0.27 -3.43 -2.52
H -3.77 2.91 1.19
H -3.28 -0.77 5.00
H -0.10 -2.57 3.10
H -4.08 -2.32 4.83
C 1.05 -0.45 -3.60
H -0.98 0.30 -1.54
H 1.60 2.10 -1.35
H -0.61 5.56 -0.05
H -1.29 -2.82 -0.60
H 0.77 -1.33 -1.66
C -0.54 -1.63 2.77
H -3.70 -4.17 3.10
C 0.41 -1.88 -5.49
C 3.40 1.12 -4.77
H 0.46 1.34 2.11
C -0.40 -3.11 0.00
C 1.54 0.84 -3.03
C 2.38 3.12 -3.91
C -0.83 2.14 -0.37
H -1.01 1.62 3.04
C 0.64 -1.48 -2.73
H 2.45 -0.48 0.79
C -3.10 -1.82 4.74
C 4.14 1.88 -5.67
H 4.85 1.38 -6.36
C -2.79 -3.84 2.58
H 0.21 0.21 6.35
H -4.39 -1.15 1.82
H -2.95 -4.00 1.51
C -0.29 3.46 -0.41
C 2.45 1.71 -3.88
C 0.92 -0.66 -4.99
C 1.04 1.29 -1.78
```

## Properties
energy = -2037.1827 Eh
molecular weight = 487.93 Da
net charge = +1
Kohn-Sham gap = 6.1 eV
relative energy (zero: lowest compared OMol25 entry of this formula, charge and spin) = 39.38 kcal per mole
2S+1 = 1

Now the Löwdin charges, all in e: 0.027, -0.077, 0.026, 0.117, 0.085, 0.115, 0.459, -0.071, 0.110, 0.036, -0.067, 0.046, 0.114, 0.113, 0.014, 0.067, 0.103, -0.088, 0.449, 0.050, -0.177, 0.030, -0.123, 0.126, -0.055, -0.167, -0.185, 0.096, 0.061, -0.069, -0.184, 0.772, 0.032, 0.025, 0.030, -0.065, -0.185, 0.122, -0.058, 0.039, 0.040, 0.057, 0.076, 0.111, 0.032, 0.033, 0.046, -0.174, 0.159, 0.084, 0.111, 0.049, 0.057, -0.446, 0.040, -0.054, -0.050, 0.013, -0.182, -0.061, -0.019, -0.215, 0.038, -0.052, 0.043, -0.182, -0.067, 0.117, -0.180, 0.041, 0.052, 0.026, -0.027, -0.161, -0.016, -0.032

---

> Number 2 is which compound?

C30H43Si3